[1]
The following is a DFT calculation (ωB97M-V/def2-TZVPD) of 5 unconnected molecules or ions with the total composition C27H57N3O5P.

Each atom is followed by the atoms it is bonded to, with distances in Å.
CARTESIAN COORDINATES (ANGSTROEM)
1 C 6.09 -2.13 -0.98  C2 1.550, H17 1.083, H18 1.085, H19 1.083
2 C 4.97 -1.29 -1.64  C1 1.550, C3 1.525, C4 1.547, N15 1.485
3 C 5.33 -1.20 -3.12  C2 1.525, H20 1.080, H21 1.083, H22 1.088
4 C 3.59 -1.99 -1.51  C2 1.547, C5 1.535, H23 1.085, H24 1.088
5 C 2.71 -1.52 -0.34  C4 1.535, C6 1.539, P9 1.875, C11 1.528
6 C 1.37 -2.28 -0.38  C5 1.539, C7 1.521, H25 1.082, H26 1.094
7 C 0.33 -1.74 -1.35  C6 1.521, N8 1.490, H27 1.085, H28 1.084
8 N -0.51 -0.70 -0.69  C7 1.490, H29 1.012, H30 1.012
9 P 3.55 -2.03 1.25  C5 1.875, N10 1.584, H31 1.411, H32 1.410
10 N 4.39 -0.91 2.00  P9 1.584, H33 1.017
11 C 2.56 0.00 -0.31  C5 1.528, C12 1.542, H34 1.081, H35 1.083
12 C 3.73 0.80 -0.92  C11 1.542, C13 1.536, C14 1.526, N15 1.481
13 C 3.97 2.02 -0.03  C12 1.536, H36 1.084, H37 1.084, H38 1.082
14 C 3.34 1.32 -2.30  C12 1.526, H39 1.085, H40 1.082, H41 1.085
15 N 5.00 0.03 -0.95  C2 1.485, C12 1.481, O16 1.283
16 O 6.01 0.74 -1.28  N15 1.283
17 H 5.93 -3.19 -1.12  C1 1.083
18 H 7.03 -1.86 -1.45  C1 1.085
19 H 6.19 -1.88 0.07  C1 1.083
20 H 6.28 -0.72 -3.27  C3 1.080
21 H 4.54 -0.75 -3.70  C3 1.083
22 H 5.42 -2.22 -3.46  C3 1.088
23 H 3.77 -3.05 -1.37  C4 1.085
24 H 3.07 -1.88 -2.46  C4 1.088
25 H 0.93 -2.37 0.61  C6 1.082
26 H 1.60 -3.30 -0.68  C6 1.094
27 H 0.80 -1.30 -2.23  C7 1.085
28 H -0.32 -2.55 -1.64  C7 1.084
29 H -0.44 0.18 -1.17  N8 1.012
30 H -1.49 -0.96 -0.72  N8 1.012
31 H 4.33 -3.15 0.86  P9 1.411
32 H 2.52 -2.60 2.03  P9 1.410
33 H 4.00 -0.80 2.93  N10 1.017
34 H 1.67 0.34 -0.81  C11 1.081
35 H 2.47 0.30 0.73  C11 1.083
36 H 4.58 1.72 0.82  C13 1.084
37 H 3.03 2.41 0.35  C13 1.084
38 H 4.49 2.80 -0.58  C13 1.082
39 H 2.52 2.02 -2.16  C14 1.085
40 H 4.16 1.86 -2.76  C14 1.082
41 H 2.97 0.55 -2.97  C14 1.085
42 C -5.23 -1.02 1.08  C43 1.526, C46 1.520, H47 1.088, H48 1.092
43 C -5.66 0.40 1.46  C42 1.526, C44 1.522, H49 1.093, H50 1.089
44 C -4.55 1.24 0.84  C43 1.522, O45 1.431, H51 1.096, H52 1.091
45 O -4.12 0.53 -0.33  C44 1.431, C46 1.431
46 C -4.67 -0.80 -0.31  C42 1.520, O45 1.431, H53 1.096, H54 1.091
47 H -6.04 -1.74 1.09  C42 1.088
48 H -4.45 -1.37 1.75  C42 1.092
49 H -6.62 0.64 1.00  C43 1.093
50 H -5.74 0.55 2.54  C43 1.089
51 H -3.70 1.34 1.51  C44 1.096
52 H -4.89 2.23 0.54  C44 1.091
53 H -5.45 -0.86 -1.08  C46 1.096
54 H -3.88 -1.51 -0.57  C46 1.091
55 C 7.91 3.07 0.24  C56 1.525, C59 1.520, H60 1.088, H61 1.093
56 C 7.56 4.47 0.74  C55 1.525, C57 1.523, H62 1.093, H63 1.089
57 C 8.69 5.30 0.15  C56 1.523, O58 1.429, H64 1.096, H65 1.091
58 O 9.05 4.67 -1.08  C57 1.429, C59 1.433
59 C 8.44 3.37 -1.15  C55 1.520, O58 1.433, H66 1.095, H67 1.090
60 H 7.06 2.39 0.22  C55 1.088
61 H 8.69 2.63 0.86  C55 1.093
62 H 6.60 4.79 0.33  C56 1.093
63 H 7.51 4.54 1.83  C56 1.089
64 H 9.56 5.31 0.81  C57 1.096
65 H 8.40 6.33 -0.05  C57 1.091
66 H 7.63 3.41 -1.89  C59 1.095
67 H 9.18 2.65 -1.49  C59 1.090
68 C -5.00 -5.24 -2.57  C69 1.526, C72 1.522, H73 1.089, H74 1.092
69 C -6.46 -4.84 -2.75  C68 1.526, C70 1.523, H75 1.092, H76 1.089
70 C -6.96 -4.81 -1.31  C69 1.523, O71 1.431, H77 1.095, H78 1.090
71 O -5.83 -4.43 -0.51  C70 1.431, C72 1.429
72 C -4.64 -4.51 -1.29  C68 1.522, O71 1.429, H79 1.095, H80 1.091
73 H -4.37 -4.97 -3.41  C68 1.089
74 H -4.93 -6.32 -2.42  C68 1.092
75 H -6.52 -3.84 -3.19  C69 1.092
76 H -7.03 -5.53 -3.37  C69 1.089
77 H -7.30 -5.79 -0.98  C70 1.095
78 H -7.76 -4.09 -1.15  C70 1.090
79 H -4.30 -3.49 -1.51  C72 1.095
80 H -3.86 -5.01 -0.71  C72 1.091
81 C -7.93 2.56 4.92  C82 1.526, C85 1.522, H86 1.089, H87 1.093
82 C -7.15 3.81 4.52  C81 1.526, C83 1.522, H88 1.092, H89 1.089
83 C -7.35 3.82 3.01  C82 1.522, O84 1.429, H90 1.096, H91 1.090
84 O -8.62 3.23 2.76  C83 1.429, C85 1.430
85 C -9.11 2.61 3.95  C81 1.522, O84 1.430, H92 1.095, H93 1.090
86 H -8.24 2.54 5.96  C81 1.089
87 H -7.33 1.66 4.73  C81 1.093
88 H -7.61 4.69 4.97  C82 1.092
89 H -6.10 3.78 4.81  C82 1.089
90 H -6.58 3.22 2.51  C83 1.096
91 H -7.33 4.83 2.59  C83 1.090
92 H -9.93 3.21 4.35  C85 1.095
93 H -9.50 1.62 3.70  C85 1.090

Values from the calculation:
2S+1 ... 2
⟨S²⟩ ... 0.7540
Energy above the lowest of the compared OMol25 structures with the same formula, charge and spin ... 0.0 kJ/mol
Highest occupied orbital energy (alpha / beta) ... -0.3021 / -0.3176 Ha
Net charge ... 0
Orbital gap (alpha / beta) ... 8.62 / 9.04 eV



[2]
The following is a DFT calculation (ωB97M-V/def2-TZVPD) of 4 unconnected molecules or ions with the total composition C27H57N4O6.

Each atom is followed by the atoms it is bonded to, with distances in Å.
CARTESIAN COORDINATES (ANGSTROEM)
1 N -0.59 0.11 -0.24  O2 1.197, O3 1.242, O4 1.222
2 O -1.58 -0.18 0.38  N1 1.197
3 O 0.19 -0.87 -0.20  N1 1.242
4 O -0.39 1.19 -0.76  N1 1.222
5 C 1.86 -1.79 2.97  C6 1.607, H16 1.090, H17 1.090, H18 1.090
6 C 0.98 -0.68 3.73  C5 1.607, C7 1.593, N11 1.474, C15 1.588
7 C 1.40 0.68 3.02  C6 1.593, C8 1.472, H19 1.090, H20 1.090
8 C 0.60 1.86 3.36  C7 1.472, C9 1.557, H21 1.090, H22 1.090
9 C -0.92 1.51 3.34  C8 1.557, C10 1.603, H23 1.090, H24 1.090
10 C -1.39 0.17 4.07  C9 1.603, N11 1.458, C13 1.565, C14 1.529
11 N -0.48 -0.88 3.62  C6 1.474, C10 1.458, O12 1.392
12 O -0.80 -2.12 4.15  N11 1.392, H34 0.960
13 C -1.32 0.36 5.62  C10 1.565, H25 1.090, H26 1.090, H27 1.090
14 C -2.80 -0.15 3.56  C10 1.529, H28 1.090, H29 1.090, H30 1.090
15 C 1.49 -0.63 5.23  C6 1.588, H31 1.090, H32 1.090, H33 1.090
16 H 1.52 -1.85 1.93  C5 1.090
17 H 1.61 -2.75 3.42  C5 1.090
18 H 2.93 -1.59 3.02  C5 1.090
19 H 2.40 0.88 3.40  C7 1.090
20 H 1.32 0.62 1.93  C7 1.090
21 H 0.79 2.69 2.68  C8 1.090
22 H 0.95 2.34 4.28  C8 1.090
23 H -1.21 1.53 2.29  C9 1.090
24 H -1.42 2.37 3.80  C9 1.090
25 H -0.87 1.24 6.09  C13 1.090
26 H -2.29 0.59 6.06  C13 1.090
27 H -0.99 -0.51 6.19  C13 1.090
28 H -3.28 -0.94 4.12  C14 1.090
29 H -3.45 0.68 3.83  C14 1.090
30 H -2.81 -0.35 2.49  C14 1.090
31 H 1.14 -1.49 5.80  C15 1.090
32 H 1.20 0.25 5.79  C15 1.090
33 H 2.58 -0.68 5.21  C15 1.090
34 H -0.55 -2.01 5.07  O12 0.960
35 C -0.30 4.49 0.11  C36 1.567, H46 1.090, H47 1.090, H48 1.090
36 C 1.15 4.78 -0.40  C35 1.567, C37 1.560, N41 1.452, C45 1.512
37 C 2.01 5.04 0.87  C36 1.560, C38 1.511, H49 1.090, H50 1.090
38 C 3.52 5.00 0.71  C37 1.511, C39 1.555, H51 1.090, H52 1.090
39 C 3.93 3.65 0.05  C38 1.555, C40 1.564, H53 1.090, H54 1.090
40 C 3.11 3.33 -1.25  C39 1.564, N41 1.490, C43 1.577, C44 1.622
41 N 1.66 3.58 -1.05  C36 1.452, C40 1.490, O42 1.357
42 O 0.95 3.19 -2.14  N41 1.357, H64 0.960
43 C 3.71 4.01 -2.54  C40 1.577, H55 1.090, H56 1.090, H57 1.090
44 C 3.40 1.75 -1.43  C40 1.622, H58 1.090, H59 1.090, H60 1.090
45 C 1.12 5.99 -1.30  C36 1.512, H61 1.090, H62 1.090, H63 1.090
46 H -0.74 5.37 0.58  C35 1.090
47 H -0.96 4.14 -0.69  C35 1.090
48 H -0.40 3.68 0.82  C35 1.090
49 H 1.65 6.00 1.23  C37 1.090
50 H 1.76 4.36 1.68  C37 1.090
51 H 3.88 5.91 0.23  C38 1.090
52 H 3.96 5.14 1.69  C38 1.090
53 H 4.04 2.82 0.75  C39 1.090
54 H 4.92 3.89 -0.34  C39 1.090
55 H 4.77 3.77 -2.62  C43 1.090
56 H 3.61 5.10 -2.49  C43 1.090
57 H 3.28 3.66 -3.47  C43 1.090
58 H 3.02 1.26 -0.53  C44 1.090
59 H 4.46 1.66 -1.68  C44 1.090
60 H 2.86 1.30 -2.26  C44 1.090
61 H 0.53 6.86 -1.00  C45 1.090
62 H 2.14 6.37 -1.32  C45 1.090
63 H 0.75 5.72 -2.29  C45 1.090
64 H 0.49 2.44 -1.75  O42 0.960
65 C -1.90 -6.24 -1.54  C66 1.548, H76 1.090, H77 1.090, H78 1.090
66 C -1.91 -5.38 -2.83  C65 1.548, C67 1.566, N71 1.492, C75 1.546
67 C -3.40 -5.49 -3.28  C66 1.566, C68 1.595, H79 1.090, H80 1.090
68 C -3.89 -4.35 -4.28  C67 1.595, C69 1.486, H81 1.090, H82 1.090
69 C -3.61 -3.01 -3.70  C68 1.486, C70 1.551, H83 1.090, H84 1.090
70 C -2.11 -2.81 -3.34  C69 1.551, N71 1.473, C73 1.534, C74 1.493
71 N -1.77 -3.94 -2.45  C66 1.492, C70 1.473, O72 1.360
72 O -0.72 -3.73 -1.61  N71 1.360, H94 0.960
73 C -1.21 -2.69 -4.57  C70 1.534, H85 1.090, H86 1.090, H87 1.090
74 C -2.04 -1.48 -2.66  C70 1.493, H88 1.090, H89 1.090, H90 1.090
75 C -0.91 -5.97 -3.85  C66 1.546, H91 1.090, H92 1.090, H93 1.090
76 H -2.57 -5.77 -0.83  C65 1.090
77 H -0.93 -6.24 -1.05  C65 1.090
78 H -2.27 -7.25 -1.72  C65 1.090
79 H -3.48 -6.37 -3.92  C67 1.090
80 H -4.22 -5.64 -2.57  C67 1.090
81 H -4.97 -4.45 -4.35  C68 1.090
82 H -3.35 -4.52 -5.21  C68 1.090
83 H -4.18 -2.80 -2.80  C69 1.090
84 H -3.87 -2.26 -4.45  C69 1.090
85 H -1.33 -1.71 -5.01  C73 1.090
86 H -0.16 -2.74 -4.30  C73 1.090
87 H -1.45 -3.45 -5.32  C73 1.090
88 H -2.56 -1.48 -1.70  C74 1.090
89 H -0.99 -1.30 -2.41  C74 1.090
90 H -2.39 -0.58 -3.17  C74 1.090
91 H 0.10 -5.79 -3.49  C75 1.090
92 H -0.88 -5.50 -4.84  C75 1.090
93 H -1.13 -7.03 -3.97  C75 1.090
94 H 0.03 -3.86 -2.19  O72 0.960

Values from the calculation:
Energy above the lowest of the compared OMol25 structures with the same formula, charge and spin ... 202.0 kJ/mol
Highest occupied orbital energy ... -0.1672 Ha
Net charge ... -1
Orbital gap ... 7.21 eV



[3]
The following is a DFT calculation (ωB97M-V/def2-TZVPD) of 7 unconnected molecules or ions with the total composition C27H57O16P.

Each atom is followed by the atoms it is bonded to, with distances in Å.
CARTESIAN COORDINATES (ANGSTROEM)
1 C -1.97 -2.36 2.29  O2 1.407, H9 1.090, H10 1.090, H11 1.090
2 O -0.85 -3.07 1.80  C1 1.407, P3 1.634
3 P -1.26 -4.49 1.12  O2 1.634, O4 1.466, O5 1.647, O7 1.622
4 O -2.51 -4.55 0.35  P3 1.466
5 O 0.08 -4.97 0.30  P3 1.647, C6 1.413
6 C -0.04 -6.15 -0.47  O5 1.413, H12 1.090, H13 1.090, H14 1.090
7 O -1.35 -5.46 2.42  P3 1.622, C8 1.414
8 C -2.27 -6.52 2.60  O7 1.414, H15 1.090, H16 1.090, H17 1.090
9 H -2.53 -3.08 2.89  C1 1.090
10 H -2.61 -2.04 1.47  C1 1.090
11 H -1.82 -1.47 2.90  C1 1.090
12 H -0.64 -6.92 0.02  C6 1.090
13 H 0.94 -6.41 -0.85  C6 1.090
14 H -0.61 -6.01 -1.39  C6 1.090
15 H -1.93 -7.54 2.40  C8 1.090
16 H -3.16 -6.39 2.00  C8 1.090
17 H -2.59 -6.51 3.64  C8 1.090
18 O -2.84 0.92 -1.34  C19 1.244
19 C -1.84 1.62 -1.08  O18 1.244, O20 1.352, C23 1.595
20 O -0.82 1.35 -0.24  C19 1.352, C21 1.380
21 C -0.45 0.07 0.12  O20 1.380, C22 1.548, H24 1.090, H25 1.090
22 C 0.62 0.20 1.22  C21 1.548, H26 1.090, H27 1.090, H28 1.090
23 C -1.60 3.08 -1.67  C19 1.595, H29 1.090, H30 1.090, H31 1.090
24 H -0.04 -0.41 -0.77  C21 1.090
25 H -1.29 -0.43 0.60  C21 1.090
26 H 1.23 -0.69 1.40  C22 1.090
27 H 0.23 0.72 2.10  C22 1.090
28 H 1.39 0.92 0.94  C22 1.090
29 H -0.64 2.97 -2.17  C23 1.090
30 H -1.47 3.73 -0.81  C23 1.090
31 H -2.33 3.62 -2.28  C23 1.090
32 O 2.44 4.61 5.02  C33 1.267
33 C 2.45 4.91 3.79  O32 1.267, O34 1.254, C37 1.504
34 O 2.58 6.06 3.29  C33 1.254, C35 1.447
35 C 2.96 7.17 4.14  O34 1.447, C36 1.507, H38 1.090, H39 1.090
36 C 1.71 7.93 4.49  C35 1.507, H40 1.090, H41 1.090, H42 1.090
37 C 1.91 3.94 2.77  C33 1.504, H43 1.090, H44 1.090, H45 1.090
38 H 3.67 7.77 3.58  C35 1.090
39 H 3.53 6.99 5.05  C35 1.090
40 H 1.61 8.64 3.67  C36 1.090
41 H 2.04 8.52 5.35  C36 1.090
42 H 0.82 7.35 4.77  C36 1.090
43 H 1.30 3.17 3.25  C37 1.090
44 H 2.48 3.77 1.86  C37 1.090
45 H 1.08 4.53 2.41  C37 1.090
46 O 2.09 0.44 6.05  C47 1.245
47 C 2.15 -0.21 4.98  O46 1.245, O48 1.343, C51 1.571
48 O 3.10 -0.01 4.06  C47 1.343, C49 1.447
49 C 4.10 1.02 4.23  O48 1.447, C50 1.504, H52 1.090, H53 1.090
50 C 5.41 0.51 4.78  C49 1.504, H54 1.090, H55 1.090, H56 1.090
51 C 1.20 -1.41 4.63  C47 1.571, H57 1.090, H58 1.090, H59 1.090
52 H 3.69 1.84 4.81  C49 1.090
53 H 4.49 1.27 3.24  C49 1.090
54 H 6.27 1.18 4.72  C50 1.090
55 H 5.60 -0.38 4.19  C50 1.090
56 H 5.30 0.38 5.86  C50 1.090
57 H 0.39 -1.31 3.92  C51 1.090
58 H 0.79 -1.83 5.55  C51 1.090
59 H 1.81 -2.27 4.34  C51 1.090
60 O -6.80 3.64 -4.10  C61 1.193
61 C -5.64 3.89 -4.23  O60 1.193, O62 1.348, C65 1.562
62 O -4.79 3.91 -3.19  C61 1.348, C63 1.426
63 C -5.21 4.01 -1.83  O62 1.426, C64 1.455, H66 1.090, H67 1.090
64 C -5.87 2.82 -1.32  C63 1.455, H68 1.090, H69 1.090, H70 1.090
65 C -4.91 4.02 -5.61  C61 1.562, H71 1.090, H72 1.090, H73 1.090
66 H -5.71 4.91 -1.48  C63 1.090
67 H -4.23 3.96 -1.34  C63 1.090
68 H -6.92 2.87 -1.60  C64 1.090
69 H -5.82 2.64 -0.24  C64 1.090
70 H -5.45 1.98 -1.88  C64 1.090
71 H -4.51 3.08 -5.99  C65 1.090
72 H -4.11 4.73 -5.41  C65 1.090
73 H -5.62 4.33 -6.37  C65 1.090
74 O 4.58 0.34 -2.89  C75 1.251
75 C 3.87 -0.67 -3.05  O74 1.251, O76 1.364, C79 1.505
76 O 4.22 -1.94 -2.70  C75 1.364, C77 1.465
77 C 5.62 -2.27 -2.42  O76 1.465, C78 1.430, H80 1.090, H81 1.090
78 C 5.83 -3.64 -2.06  C77 1.430, H82 1.090, H83 1.090, H84 1.090
79 C 2.46 -0.50 -3.54  C75 1.505, H85 1.090, H86 1.090, H87 1.090
80 H 5.96 -1.61 -1.62  C77 1.090
81 H 6.23 -2.03 -3.29  C77 1.090
82 H 6.89 -3.83 -1.94  C78 1.090
83 H 5.67 -4.23 -2.97  C78 1.090
84 H 5.14 -3.95 -1.27  C78 1.090
85 H 1.83 -0.17 -2.72  C79 1.090
86 H 1.98 -1.42 -3.87  C79 1.090
87 H 2.43 0.24 -4.35  C79 1.090
88 O -1.27 -4.97 -4.40  C89 1.214
89 C -2.19 -4.36 -3.90  O88 1.214, O90 1.362, C93 1.539
90 O -2.23 -3.03 -3.57  C89 1.362, C91 1.417
91 C -1.15 -2.24 -4.02  O90 1.417, C92 1.497, H94 1.090, H95 1.090
92 C -1.61 -0.83 -4.24  C91 1.497, H96 1.090, H97 1.090, H98 1.090
93 C -3.39 -5.24 -3.52  C89 1.539, H99 1.090, H100 1.090, H101 1.090
94 H -0.75 -2.64 -4.95  C91 1.090
95 H -0.31 -2.38 -3.34  C91 1.090
96 H -1.85 -0.35 -3.30  C92 1.090
97 H -2.49 -0.93 -4.88  C92 1.090
98 H -0.82 -0.23 -4.71  C92 1.090
99 H -3.45 -5.40 -2.44  C93 1.090
100 H -3.32 -6.21 -4.02  C93 1.090
101 H -4.27 -4.62 -3.72  C93 1.090

Values from the calculation:
2S+1 ... 2
⟨S²⟩ ... 0.7575
Highest occupied orbital energy (alpha / beta) ... -0.4159 / -0.4159 Ha
Net charge ... +1
Orbital gap (alpha / beta) ... 7.76 / 1.77 eV



Number 1: E -52915.503 eV. Number 2: E -47161.511 eV. Number 3: E -70961.966 eV.